A:
The molecule C5H12N2, computed with ωB97M-V/def2-TZVPD.

Each line ends with the Mulliken charge.
Positions of all 19 atoms, in Å:
C1 2.153 0.586 0.688  -1.08
C2 0.972 0.937 0.164  0.68
N1 0.315 2.113 0.618  -0.52
C3 0.146 0.141 -0.829  -0.93
C4 -1.017 -0.613 -0.195  0.33
C5 -0.566 -1.670 0.815  -1.44
N2 -1.753 -1.246 -1.308  -0.55
H1 2.675 1.349 1.255  0.26
H2 2.572 -0.408 0.710  0.27
H3 0.874 2.597 1.325  0.26
H4 0.185 2.794 -0.127  0.24
H5 -0.127 0.807 -1.648  0.36
H6 0.840 -0.584 -1.264  0.29
H7 -1.719 0.053 0.298  0.38
H8 0.310 -2.251 0.514  0.27
H9 -1.416 -2.328 0.977  0.42
H10 -0.214 -1.210 1.746  0.36
H11 -1.260 -2.005 -1.739  0.19
H12 -2.741 -1.294 -1.177  0.21

Computed properties:
Gap between HOMO and LUMO, eV: 9.58
HOMO energy, Eh: -0.3110
SMILES string: C=C(N)C[C@H](C)N

=====

B:
A cluster of 2 separate species, C5H12N2 in total, computed with ωB97M-V/def2-TZVPD.

Each line ends with the Mulliken charge.
Positions of all 19 atoms, in Å:
C1 -1.315 0.746 -0.782  -0.08
C2 -1.404 0.651 0.717  -0.68
C3 0.016 0.505 1.339  -0.36
N1 1.728 -2.510 -0.329  -0.69
C4 0.919 -1.456 -0.214  -0.04
C5 1.042 -0.355 0.647  -0.10
N2 -0.653 2.014 -1.195  -0.62
H1 -0.686 -0.126 -1.207  -0.86
H2 -2.320 0.819 -1.353  0.36
H3 -1.955 1.458 1.219  0.31
H4 -1.955 -0.300 0.884  0.33
H5 -0.005 0.114 2.436  0.30
H6 0.489 1.538 1.392  0.26
H7 2.702 -2.282 0.114  0.20
H8 -0.596 -0.780 -2.007  0.58
H9 -0.226 -1.773 -0.473  0.35
H10 2.137 -0.272 1.049  0.16
H11 0.278 1.838 -1.215  0.31
H12 -0.929 2.697 -0.411  0.26

Computed properties:
Gap between HOMO and LUMO, eV: 4.28
HOMO energy, Eh: -0.2483

=====

C:
The molecule C5H12N2, computed with ωB97M-V/def2-TZVPD.

Each line ends with the Mulliken charge.
Positions of all 19 atoms, in Å:
H1 -3.076 -1.417 0.449  0.27
N1 -2.127 -1.182 0.771  -0.60
N2 -1.643 -0.455 -0.075  -0.02
C1 -0.132 0.288 0.331  1.07
C2 0.747 -0.709 1.046  -1.48
C3 -0.432 1.571 1.124  -1.44
C4 0.536 0.599 -0.971  -0.62
C5 0.723 -0.731 -1.755  -1.21
H2 1.743 -0.281 1.154  0.38
H3 0.936 -1.533 0.426  0.43
H4 0.476 -1.019 2.027  0.41
H5 0.556 2.046 1.307  0.32
H6 -1.200 2.170 0.458  0.33
H7 -0.951 1.488 2.081  0.39
H8 1.376 1.172 -0.807  0.52
H9 -0.100 1.337 -1.623  0.29
H10 0.193 -1.564 -1.405  0.42
H11 1.864 -1.010 -1.739  0.24
H12 0.509 -0.768 -2.799  0.33

Computed properties:
Gap between HOMO and LUMO, eV: 9.50
HOMO energy, Eh: -0.3098
SMILES string: [H]/N=N/C(C)(C)CC

=====

D:
A cluster of 2 separate species, C5H12N2 in total, computed with ωB97M-V/def2-TZVPD.

Each line ends with the Mulliken charge.
Positions of all 19 atoms, in Å:
H1 -3.760 -0.502 1.768  0.23
N1 -3.077 -0.870 1.116  -0.64
C1 -2.435 -1.843 1.622  0.08
N2 -1.508 -2.540 0.895  -0.51
H2 -2.419 -2.048 2.694  0.35
H3 -0.765 -2.980 1.405  0.25
H4 -1.258 -2.172 -0.003  0.27
C2 2.064 2.687 -1.640  -0.79
C3 1.092 1.790 -1.503  -0.05
C4 1.382 0.400 -0.997  -0.36
C5 0.653 0.024 0.294  -0.96
H5 1.805 3.708 -1.902  0.25
H6 3.110 2.483 -1.458  0.25
H7 0.055 2.094 -1.592  0.31
H8 1.164 -0.332 -1.782  0.27
H9 2.457 0.341 -0.812  0.25
H10 -0.409 0.277 0.284  0.28
H11 0.742 -1.047 0.465  0.19
H12 1.108 0.531 1.146  0.34

Computed properties:
Gap between HOMO and LUMO, eV: 10.38
HOMO energy, Eh: -0.3455
SMILES string: [H]/N=C/N.C=CCC

=====

Stability, highest: A

=====

A:
A cluster of 2 separate species, C5H12N2 in total, computed with ωB97M-V/def2-TZVPD.

Each line ends with the Mulliken charge.
Positions of all 19 atoms, in Å:
C1 0.434 1.233 -2.018  -0.53
C2 -0.290 1.141 -1.066  -0.15
N1 -1.133 1.012 -0.037  -0.14
C3 -2.179 0.010 -0.128  -0.38
C4 -1.566 -1.386 -0.155  -1.08
H1 1.159 1.292 -2.767  0.48
H2 -1.422 1.895 0.361  0.25
H3 -2.816 0.115 0.757  0.34
H4 -2.813 0.146 -1.023  0.28
H5 -2.344 -2.139 -0.236  0.39
H6 -1.000 -1.560 0.754  0.21
H7 -0.896 -1.476 -1.004  0.32
C5 2.280 -0.485 0.611  -0.76
N2 1.689 0.709 1.186  -0.44
H8 1.486 -1.194 0.386  0.20
H9 3.021 -0.984 1.256  0.33
H10 2.764 -0.209 -0.324  0.27
H11 1.216 0.486 2.055  0.19
H12 2.409 1.395 1.391  0.20

Computed properties:
Gap between HOMO and LUMO, eV: 9.25
HOMO energy, Eh: -0.3008
SMILES string: C#CNCC.CN

=====

B:
A cluster of 2 separate species, C5H12N2 in total, computed with ωB97M-V/def2-TZVPD.

Each line ends with the Mulliken charge.
Positions of all 19 atoms, in Å:
C1 -0.496 -0.447 -0.844  -1.09
C2 0.422 -1.441 -0.885  0.81
C3 0.158 -2.806 -0.283  -1.12
N1 1.769 -1.214 -1.334  -0.57
H1 -0.267 0.592 -1.154  0.37
H2 -1.469 -0.626 -0.362  0.17
H3 0.676 -2.889 0.686  0.24
H4 0.552 -3.594 -0.944  0.32
H5 -0.880 -3.055 -0.153  0.35
H6 1.883 -1.952 -2.026  0.26
H7 1.855 -0.294 -1.761  0.26
C4 -1.805 1.963 1.410  -0.27
N2 -0.548 1.617 1.707  -0.32
C5 0.495 2.298 0.977  -0.61
H8 -2.630 1.536 1.946  0.31
H9 -2.031 2.820 0.700  0.20
H10 1.150 2.859 1.669  0.27
H11 0.012 3.018 0.269  0.28
H12 1.156 1.615 0.383  0.14

Computed properties:
Gap between HOMO and LUMO, eV: 9.43
HOMO energy, Eh: -0.3094
SMILES string: C=C(C)N.C=NC

=====

Stability, highest: B

=====

A:
The molecule C5H12N2, computed with ωB97M-V/def2-TZVPD.

Each line ends with the Mulliken charge.
Positions of all 19 atoms, in Å:
C1 1.288 -1.670 -0.573  -1.13
C2 0.559 -0.745 0.055  0.50
N1 1.086 0.119 1.065  -0.26
C3 0.507 0.937 2.106  -0.86
C4 -0.694 -0.045 -0.369  0.45
C5 -0.542 1.179 -1.262  -1.23
N2 -1.507 -1.139 -1.240  -0.75
H1 2.259 -1.968 -0.194  0.32
H2 0.894 -2.158 -1.458  0.34
H3 2.104 0.127 1.073  0.18
H4 1.158 0.925 2.985  0.33
H5 0.442 1.973 1.764  0.26
H6 -0.480 0.575 2.404  0.30
H7 -1.402 0.128 0.445  0.18
H8 0.222 1.034 -2.033  0.27
H9 -1.493 1.388 -1.762  0.37
H10 -0.300 2.069 -0.673  0.29
H11 -1.745 -1.939 -0.654  0.23
H12 -2.355 -0.790 -1.680  0.20

Computed properties:
Gap between HOMO and LUMO, eV: 8.86
HOMO energy, Eh: -0.2880
SMILES string: C=C(NC)[C@@H](C)N

=====

B:
The molecule C5H12N2, computed with ωB97M-V/def2-TZVPD.

Each line ends with the Mulliken charge.
Positions of all 19 atoms, in Å:
C1 1.942 -1.007 -0.156  -1.10
C2 0.736 -0.426 -0.075  0.74
C3 -0.259 -0.576 -1.206  -0.65
C4 -1.760 -0.632 -0.866  -0.60
N1 -2.166 0.629 -0.242  -0.67
N2 0.401 0.456 0.939  -0.23
C5 1.442 1.242 1.575  -1.17
H1 2.204 -1.647 -0.986  0.28
H2 2.685 -0.920 0.624  0.26
H3 -0.130 0.178 -1.980  0.25
H4 -0.046 -1.527 -1.706  0.28
H5 -2.051 -1.547 -0.355  0.37
H6 -2.273 -0.789 -1.835  0.33
H7 -1.910 1.381 -0.871  0.20
H8 -3.181 0.732 -0.257  0.26
H9 -0.473 0.939 0.816  0.41
H10 0.903 1.983 2.182  0.39
H11 1.994 0.647 2.299  0.32
H12 2.094 1.831 0.929  0.34

Computed properties:
Gap between HOMO and LUMO, eV: 8.60
HOMO energy, Eh: -0.2809
SMILES string: C=C(CCN)NC

=====

C:
A cluster of 4 separate species, C5H12N2 in total, computed with ωB97M-V/def2-TZVPD.

Each line ends with the Mulliken charge.
Positions of all 19 atoms, in Å:
C1 -1.814 0.109 0.419  -0.23
C2 0.323 -2.106 0.144  -1.15
C3 2.447 1.017 -0.412  -1.23
C4 0.474 -0.644 0.108  0.44
N1 -1.700 1.319 0.917  -0.70
N2 -2.312 -0.038 -0.862  -0.47
C5 1.156 0.376 -0.064  0.28
H1 -1.856 -0.775 1.045  0.49
H2 -1.494 1.281 1.911  0.30
H3 -2.218 0.792 -1.432  0.27
H4 -0.517 1.845 0.426  0.68
H5 -2.036 -0.878 -1.347  0.24
H6 0.365 1.675 0.185  -0.70
H7 1.237 -2.627 -0.161  0.34
H8 0.067 -2.452 1.151  0.28
H9 -0.481 -2.450 -0.516  0.25
H10 2.344 1.663 -1.287  0.27
H11 2.814 1.638 0.408  0.28
H12 3.199 0.255 -0.632  0.36

Computed properties:
Gap between HOMO and LUMO, eV: 8.44
HOMO energy, Eh: -0.2762

=====

Stability, highest: B

=====

A:
The molecule C5H12N2, computed with ωB97M-V/def2-TZVPD.

Each line ends with the Mulliken charge.
Positions of all 19 atoms, in Å:
C1 -1.583 -1.868 0.438  -1.26
C2 -1.310 -0.692 -0.470  -0.13
C3 0.075 -0.750 -0.959  -0.30
C4 1.296 -0.228 0.015  -0.66
N1 1.942 1.031 -0.168  -0.47
C5 1.220 2.144 0.465  -0.47
N2 -0.245 2.186 0.311  -0.55
H1 -0.906 -1.869 1.321  0.28
H2 -1.452 -2.860 -0.022  0.34
H3 -2.603 -1.862 0.894  0.36
H4 -2.090 -0.554 -1.209  0.25
H5 -0.709 1.241 0.311  0.30
H6 0.293 -1.830 -0.836  0.22
H7 0.418 -0.469 -1.995  0.35
H8 2.036 -1.021 -0.101  0.39
H9 0.991 -0.355 1.068  0.37
H10 1.608 3.070 0.026  0.37
H11 1.462 2.171 1.536  0.31
H12 -0.442 2.515 -0.624  0.30

Computed properties:
Gap between HOMO and LUMO, eV: 5.29
HOMO energy, Eh: -0.2680

=====

B:
The molecule C5H12N2, computed with ωB97M-V/def2-TZVPD.

Each line ends with the Mulliken charge.
Positions of all 19 atoms, in Å:
H1 -0.581 -2.775 -0.723  0.18
N1 0.199 -2.132 -0.541  -0.41
C1 0.587 -2.088 0.682  -0.24
C2 0.886 -0.496 0.618  -0.93
C3 0.006 0.610 -0.038  1.68
C4 -1.466 0.409 0.324  -1.78
C5 0.197 0.645 -1.553  -1.58
N2 0.413 1.915 0.485  -0.71
H2 0.050 -2.537 1.539  0.27
H3 1.916 -0.399 0.277  0.30
H4 0.869 -0.309 1.699  0.38
H5 -2.041 1.261 -0.032  0.43
H6 -1.598 0.349 1.405  0.40
H7 -1.866 -0.494 -0.132  0.34
H8 -0.109 -0.297 -1.998  0.35
H9 -0.391 1.457 -1.975  0.41
H10 1.246 0.809 -1.802  0.37
H11 0.296 1.965 1.491  0.28
H12 1.387 2.107 0.274  0.26

Computed properties:
Gap between HOMO and LUMO, eV: 9.98
HOMO energy, Eh: -0.3370
SMILES string: [H]/N=C/CC(C)(C)N

=====

Stability, highest: B

=====

A:
The molecule C5H12N2, computed with ωB97M-V/def2-TZVPD.

Each line ends with the Mulliken charge.
Positions of all 19 atoms, in Å:
C1 -1.939 1.437 2.230  -0.72
C2 -1.545 1.117 1.011  -0.35
C3 -0.275 1.675 0.329  -0.51
C4 0.023 0.633 -0.769  -0.75
N1 0.802 -0.437 -0.278  -0.35
C5 1.602 -1.339 -1.213  -0.52
N2 1.569 -2.905 -0.998  -0.60
H1 -2.253 0.713 2.972  0.24
H2 -2.062 2.435 2.568  0.27
H3 -1.888 0.289 0.442  0.37
H4 -0.518 2.627 -0.065  0.36
H5 0.524 1.873 1.056  0.34
H6 -0.861 0.264 -1.347  0.36
H7 0.529 1.132 -1.667  0.43
H8 0.201 -1.045 0.329  0.26
H9 1.358 -1.142 -2.280  0.35
H10 2.603 -1.056 -0.848  0.32
H11 1.424 -3.115 0.036  0.25
H12 0.705 -3.157 -1.508  0.25

Computed properties:
Gap between HOMO and LUMO, eV: 9.68
HOMO energy, Eh: -0.3168
SMILES string: C=CCCNCN

=====

B:
The molecule C5H12N2, computed with ωB97M-V/def2-TZVPD.

Each line ends with the Mulliken charge.
Positions of all 19 atoms, in Å:
C1 -1.921 -1.267 -0.151  -1.56
C2 -0.946 -0.196 -0.566  0.60
C3 -1.531 1.163 -0.296  -1.54
C4 0.545 -0.283 0.318  -0.22
N1 1.337 -1.385 -0.158  -0.64
N2 1.657 -0.051 -0.538  -0.07
C5 2.865 0.606 -0.220  -0.73
H1 -2.334 -1.081 0.827  0.37
H2 -1.652 -2.252 -0.278  0.44
H3 -2.769 -1.047 -0.764  0.39
H4 -0.421 -0.267 -1.600  0.22
H5 -2.148 1.185 0.546  0.37
H6 -2.162 1.497 -1.103  0.36
H7 -0.714 1.778 -0.063  0.45
H8 0.485 -0.098 1.352  0.49
H9 1.931 -1.751 0.617  0.29
H10 3.701 0.382 -0.842  0.27
H11 2.642 1.705 -0.056  0.29
H12 3.329 0.311 0.873  0.21

Computed properties:
Gap between HOMO and LUMO, eV: 9.67
HOMO energy, Eh: -0.3145
SMILES string: CC(C)[C@H]1NN1C

=====

Stability, highest: A

=====

A:
A structure of composition C2H4ClN3, computed with ωB97M-V/def2-TZVPD.

Each line ends with the Mulliken charge.
Positions of all 10 atoms, in Å:
C1 -0.317 0.539 -0.776  -0.37
C2 1.387 -0.033 0.768  0.08
N1 0.110 1.840 -0.253  -0.05
N2 0.955 1.786 0.572  -0.22
N3 0.292 -0.507 0.110  -0.44
Cl1 2.794 -0.278 -0.291  -0.18
H1 -1.465 0.312 -0.817  0.28
H2 -0.069 0.386 -1.743  0.25
H3 1.497 -0.043 1.854  0.33
H4 -0.571 -0.717 0.761  0.31

Computed properties:
Gap between HOMO and LUMO, eV: 9.44
HOMO energy, Eh: -0.3207

=====

B:
The molecule C2H4ClN3, computed with ωB97M-V/def2-TZVPD.

Each line ends with the Mulliken charge.
Positions of all 10 atoms, in Å:
H1 0.075 1.765 1.812  0.23
N1 0.289 1.155 1.036  -0.60
C1 -0.449 0.165 0.693  0.62
N2 0.013 -0.557 -0.538  -0.44
C2 0.373 0.223 -1.440  -0.24
N3 -1.631 -0.297 1.356  -0.36
Cl1 -2.645 1.038 2.069  -0.09
H2 0.910 -0.079 -2.307  0.28
H3 0.268 1.338 -1.299  0.26
H4 -2.324 -0.768 0.856  0.34

Computed properties:
Gap between HOMO and LUMO, eV: 9.93
HOMO energy, Eh: -0.3688
SMILES string: [H]/N=C(/N=C)NCl

=====

Stability, highest: B